The following is a quantum chemistry calculation of a cluster of 3 separate species, C3H12O3 in total, from OMol25.

Each atom is followed by the atoms it is bonded to, with distances in Å.
Cartesian coordinates (Å):
1 C 1.147 -0.442 -0.884  C2 1.478, H5 1.065, H6 1.110, H7 1.091
2 C 0.302 -0.563 0.324  C1 1.478, C3 1.544, O4 1.435, H8 1.114
3 C 0.227 -2.028 0.803  C2 1.544, H9 1.123, H10 1.099, H11 1.101
4 O -1.005 -0.017 0.094  C2 1.435, H12 0.955
5 H 1.002 0.447 -1.454  C1 1.065
6 H 0.929 -1.266 -1.595  C1 1.110
7 H 2.195 -0.451 -0.581  C1 1.091
8 H 0.721 -0.009 1.194  C2 1.114
9 H 1.076 -2.253 1.505  C3 1.123
10 H 0.036 -2.724 -0.025  C3 1.099
11 H -0.521 -2.206 1.591  C3 1.101
12 H -1.716 -0.650 0.015  O4 0.955
13 H -0.407 1.956 1.248  O15 0.959
14 H -0.890 3.293 1.978  O15 0.965
15 O -0.549 2.397 2.087  H13 0.959, H14 0.965
16 H -0.197 1.935 -2.372  O18 0.971
17 H -1.308 1.123 -1.533  O18 0.964
18 O -1.043 1.458 -2.397  H16 0.971, H17 0.964

Results
Net charge   0
Energy relative to the best compared isomer or geometry (same formula, charge and spin)   0.4292 eV
DFT total energy   -347.192799 a.u.
Strongest force on any atom   2.195 eV/A
Highest occupied orbital energy   -10.83 eV
Orbital gap   11.5 eV

Per-atom Mulliken charges, elementary charge units: number 1, C, carries -1.092; number 2, C, carries 0.650; number 3, C, carries -1.455; number 4, O, carries -0.516; number 5, H, carries 0.198; number 6, H, carries 0.260; number 7, H, carries 0.362; number 8, H, carries 0.190; number 9, H, carries 0.354; number 10, H, carries 0.347; number 11, H, carries 0.424; number 12, H, carries 0.262; number 13, H, carries 0.346; number 14, H, carries 0.301; number 15, O, carries -0.641; number 16, H, carries 0.308; number 17, H, carries 0.356; number 18, O, carries -0.654



The following is a quantum chemistry calculation of a cluster of 3 separate species, C3H12O3 in total, from OMol25.

Each atom is followed by the atoms it is bonded to, with distances in Å.
Cartesian coordinates (Å):
1 C -0.380 -0.844 -0.548  C2 1.581, H5 1.045, H6 1.047, H7 1.105
2 C -0.021 0.561 0.080  C1 1.581, C3 1.534, O4 1.404, H8 1.131
3 C -0.414 0.566 1.564  C2 1.534, H9 1.208, H10 1.108, H11 1.175
4 O -0.814 1.595 -0.442  C2 1.404, H12 1.046
5 H -0.236 -0.711 -1.574  C1 1.045
6 H -1.332 -1.112 -0.203  C1 1.047
7 H 0.052 -1.822 -0.265  C1 1.105
8 H 1.083 0.793 0.007  C2 1.131
9 H -0.142 -0.329 2.329  C3 1.208
10 H -1.514 0.550 1.698  C3 1.108
11 H -0.265 1.527 2.224  C3 1.175
12 H -0.279 2.027 -1.231  O4 1.046
13 H 3.565 -2.581 1.566  O15 0.965
14 H 3.690 -1.545 0.697  O15 1.005
15 O 4.121 -1.793 1.570  H13 0.965, H14 1.005
16 H -2.116 1.343 -3.212  O18 0.998
17 H -2.317 0.951 -1.684  O18 0.971
18 O -2.681 0.822 -2.575  H16 0.998, H17 0.971

Results
Net charge   0
Energy relative to the best compared isomer or geometry (same formula, charge and spin)   1.6439 eV
DFT total energy   -347.148160 a.u.
Strongest force on any atom   4.305 eV/A
Highest occupied orbital energy   -10.80 eV
Orbital gap   11.1 eV

Per-atom Mulliken charges, elementary charge units: number 1, C, carries -1.280; number 2, C, carries 0.631; number 3, C, carries -1.379; number 4, O, carries -0.609; number 5, H, carries 0.348; number 6, H, carries 0.384; number 7, H, carries 0.351; number 8, H, carries 0.272; number 9, H, carries 0.272; number 10, H, carries 0.348; number 11, H, carries 0.297; number 12, H, carries 0.349; number 13, H, carries 0.310; number 14, H, carries 0.313; number 15, O, carries -0.623; number 16, H, carries 0.298; number 17, H, carries 0.376; number 18, O, carries -0.657



The following is a quantum chemistry calculation of a cluster of 2 separate species, C3H12O3PSi in total, from OMol25.

Each atom is followed by the atoms it is bonded to, with distances in Å.
Cartesian coordinates (Å):
1 C 2.299 -0.030 -0.622  Si7 1.828, H9 1.047, H10 1.150, H11 1.057
2 C 0.086 -2.086 0.305  Si7 1.857, H12 1.078, H13 1.080, H14 1.133
3 C 0.062 -0.791 -2.733  Si7 1.965, H15 1.054, H16 1.041, H17 1.102
4 O -0.323 0.660 -0.247  Si7 1.799, P8 1.467
5 O -2.930 2.506 2.622  H18 0.999, H19 0.994
6 O -0.046 0.984 2.165  P8 1.590, H20 0.940
7 Si 0.631 -0.740 -0.852  C1 1.828, C2 1.857, C3 1.965, O4 1.799
8 P -0.727 1.553 0.845  O4 1.467, O6 1.590
9 H 3.005 -0.519 -0.023  C1 1.047
10 H 2.903 -0.074 -1.600  C1 1.150
11 H 2.305 1.008 -0.421  C1 1.057
12 H -0.595 -1.765 1.077  C2 1.078
13 H -0.354 -2.887 -0.270  C2 1.080
14 H 0.938 -2.540 0.898  C2 1.133
15 H -0.754 -0.130 -2.822  C3 1.054
16 H 0.805 -0.423 -3.363  C3 1.041
17 H -0.161 -1.866 -2.819  C3 1.102
18 H -2.947 3.501 2.703  O5 0.999
19 H -3.802 2.235 2.230  O5 0.994
20 H -0.397 1.405 2.928  O6 0.940

Results
Net charge   +1
Energy relative to the best compared isomer or geometry (same formula, charge and spin)   0.1940 eV
DFT total energy   -977.902630 a.u.
Strongest force on any atom   4.019 eV/A
Highest occupied orbital energy   -14.39 eV
Orbital gap   9.3 eV

Per-atom Mulliken charges, elementary charge units: number 1, C, carries -1.099; number 2, C, carries -0.993; number 3, C, carries -1.076; number 4, O, carries 0.271; number 5, O, carries -0.657; number 6, O, carries -0.348; number 7, Si, carries 0.576; number 8, P, carries 0.243; number 9, H, carries 0.397; number 10, H, carries 0.316; number 11, H, carries 0.344; number 12, H, carries 0.329; number 13, H, carries 0.321; number 14, H, carries 0.321; number 15, H, carries 0.345; number 16, H, carries 0.350; number 17, H, carries 0.319; number 18, H, carries 0.339; number 19, H, carries 0.341; number 20, H, carries 0.360



The following is a quantum chemistry calculation of a cluster of 3 separate species, C3H12O3S in total, from OMol25.

Each atom is followed by the atoms it is bonded to, with distances in Å.
Cartesian coordinates (Å):
1 C -0.004 -1.816 -0.006  O2 1.421, C3 1.516, H6 1.088, H7 1.088
2 O 1.176 -1.038 -0.152  C1 1.421, H8 0.972
3 C -1.212 -1.008 0.425  C1 1.516, C4 1.524, H9 1.100, H10 1.091
4 C -1.578 0.101 -0.553  C3 1.524, S5 1.806, H11 1.078, H12 1.092
5 S -3.072 0.925 0.040  C4 1.806, H13 1.337
6 H 0.171 -2.622 0.703  C1 1.088
7 H -0.205 -2.273 -0.972  C1 1.088
8 H 1.172 -0.336 0.521  O2 0.972
9 H -1.057 -0.562 1.418  C3 1.100
10 H -2.062 -1.689 0.497  C3 1.091
11 H -0.798 0.842 -0.618  C4 1.078
12 H -1.703 -0.300 -1.560  C4 1.092
13 H -2.805 2.190 -0.298  S5 1.337
14 H 2.350 1.270 2.409  O16 0.964
15 H 2.196 1.685 0.932  O16 0.978
16 O 1.885 1.040 1.597  H14 0.964, H15 0.978
17 H 2.407 1.274 -2.002  O19 0.964
18 H 1.373 0.743 -1.034  O19 0.971
19 O 1.765 1.573 -1.349  H17 0.964, H18 0.971

Results
Net charge   0
Energy relative to the best compared isomer or geometry (same formula, charge and spin)   0.0000 eV
DFT total energy   -745.400632 a.u.
Strongest force on any atom   0.750 eV/A
Highest occupied orbital energy   -9.00 eV
Orbital gap   9.6 eV

Per-atom Mulliken charges, elementary charge units: number 1, C, carries -0.562; number 2, O, carries -0.518; number 3, C, carries -0.672; number 4, C, carries -0.287; number 5, S, carries -0.275; number 6, H, carries 0.279; number 7, H, carries 0.387; number 8, H, carries 0.258; number 9, H, carries 0.321; number 10, H, carries 0.438; number 11, H, carries 0.130; number 12, H, carries 0.370; number 13, H, carries 0.124; number 14, H, carries 0.280; number 15, H, carries 0.319; number 16, O, carries -0.645; number 17, H, carries 0.306; number 18, H, carries 0.414; number 19, O, carries -0.667



The following is a quantum chemistry calculation of a cluster of 4 separate species, C3H12O4 in total, from OMol25.

Each atom is followed by the atoms it is bonded to, with distances in Å.
Cartesian coordinates (Å):
1 C -2.221 1.165 2.229  C2 1.434, H5 1.035, H6 1.048, H7 1.061
2 C -1.526 0.337 1.287  C1 1.434, C3 1.366, H8 1.091
3 C -0.503 0.954 0.624  C2 1.366, O4 1.441, H9 1.088
4 O 0.091 0.292 -0.510  C3 1.441, H10 1.087
5 H -2.955 0.665 2.759  C1 1.035
6 H -2.575 2.020 1.737  C1 1.048
7 H -1.598 1.612 2.963  C1 1.061
8 H -1.522 -0.754 1.275  C2 1.091
9 H -0.041 1.876 0.971  C3 1.088
10 H 0.817 -0.409 -0.106  O4 1.087
11 H 3.311 0.437 -1.948  O13 1.040
12 H 3.287 1.842 -1.278  O13 0.997
13 O 3.352 1.447 -2.192  H11 1.040, H12 0.997
14 H -1.957 -2.336 -1.200  O16 0.966
15 H -1.152 -1.139 -1.295  O16 0.922
16 O -1.035 -2.050 -1.206  H14 0.966, H15 0.922
17 H 1.319 -1.980 -1.393  O19 0.964
18 H 2.707 -2.364 -1.465  O19 0.929
19 O 2.200 -1.616 -1.249  H17 0.964, H18 0.929

Results
Net charge   0
Energy relative to the best compared isomer or geometry (same formula, charge and spin)   2.2853 eV
DFT total energy   -422.377493 a.u.
Strongest force on any atom   4.347 eV/A
Highest occupied orbital energy   -9.02 eV
Orbital gap   9.6 eV

Per-atom Mulliken charges, elementary charge units: number 1, C, carries -1.453; number 2, C, carries 0.266; number 3, C, carries -0.490; number 4, O, carries -0.548; number 5, H, carries 0.372; number 6, H, carries 0.352; number 7, H, carries 0.357; number 8, H, carries 0.418; number 9, H, carries 0.366; number 10, H, carries 0.372; number 11, H, carries 0.322; number 12, H, carries 0.309; number 13, O, carries -0.645; number 14, H, carries 0.305; number 15, H, carries 0.312; number 16, O, carries -0.625; number 17, H, carries 0.325; number 18, H, carries 0.288; number 19, O, carries -0.604



The following is a quantum chemistry calculation of a cluster of 4 separate species, C3H12O4 in total, from OMol25.

Each atom is followed by the atoms it is bonded to, with distances in Å.
Cartesian coordinates (Å):
1 C -0.658 -0.332 0.059  C2 1.326, H5 1.086, H6 1.082
2 C -0.122 -1.444 0.544  C1 1.326, O3 1.381, C4 1.506
3 O 1.079 -1.356 1.220  C2 1.381, H7 0.947
4 C -0.799 -2.789 0.513  C2 1.506, H8 1.101, H9 1.084, H10 1.085
5 H -1.566 -0.363 -0.537  C1 1.086
6 H -0.239 0.664 0.024  C1 1.082
7 H 1.125 -2.124 1.773  O3 0.947
8 H -0.302 -3.410 1.274  C4 1.101
9 H -1.818 -2.713 0.873  C4 1.084
10 H -0.595 -3.320 -0.411  C4 1.085
11 H 2.204 4.610 1.730  O13 0.954
12 H 1.454 3.563 0.910  O13 0.979
13 O 1.340 4.220 1.627  H11 0.954, H12 0.979
14 H -4.418 -1.243 -1.632  O16 0.938
15 H -3.632 -2.062 -2.614  O16 0.978
16 O -4.244 -1.302 -2.552  H14 0.938, H15 0.978
17 H 2.772 1.920 -1.754  O19 0.961
18 H 3.553 1.478 -0.518  O19 0.964
19 O 3.187 2.256 -0.954  H17 0.961, H18 0.964

Results
Net charge   0
Energy relative to the best compared isomer or geometry (same formula, charge and spin)   1.2449 eV
DFT total energy   -422.415725 a.u.
Strongest force on any atom   1.730 eV/A
Highest occupied orbital energy   -9.07 eV
Orbital gap   9.5 eV

Per-atom Mulliken charges, elementary charge units: number 1, C, carries -0.855; number 2, C, carries 0.724; number 3, O, carries -0.489; number 4, C, carries -1.097; number 5, H, carries 0.198; number 6, H, carries 0.297; number 7, H, carries 0.305; number 8, H, carries 0.387; number 9, H, carries 0.292; number 10, H, carries 0.250; number 11, H, carries 0.319; number 12, H, carries 0.329; number 13, O, carries -0.649; number 14, H, carries 0.304; number 15, H, carries 0.318; number 16, O, carries -0.630; number 17, H, carries 0.316; number 18, H, carries 0.324; number 19, O, carries -0.642



| no. | E_LUMO (eV) |
| --- | --- |
| 1 | 0.68 |
| 2 | 0.33 |
| 3 | -5.07 |
| 4 | 0.60 |
| 5 | 0.57 |
| 6 | 0.45 |